Entry 1:
The following is a DFT calculation (ωB97M-V with the def2-TZVPD basis set) of C45H46CsN6O3S3Sb as an isolated structure at a distorted geometry.

## Properties
Lowest unoccupied orbital energy (eV): -0.1260
HOMO energy (eV): -6.585
Total charge: 0

Atoms and positions in Å:
Cs  -0.594  1.844  -1.020
O  -3.388  4.337  2.268
C  -2.780  5.002  3.354
C  -1.860  4.090  4.134
C  -1.733  4.182  5.512
C  -0.855  3.333  6.163
C  -0.131  2.417  5.417
C  -0.326  2.393  4.045
N  -1.173  3.206  3.406
H  -2.760  3.665  1.966
H  -3.567  5.380  4.006
H  -2.203  5.864  2.999
H  -2.322  4.907  6.062
H  -0.743  3.383  7.239
H  0.571  1.734  5.879
H  0.235  1.716  3.409
N  -0.705  -0.699  -0.641
S  -0.602  -1.749  -1.628
N  0.814  -2.589  -1.748
S  2.046  -2.022  -1.010
N  2.157  -1.293  0.316
S  1.250  -0.319  1.334
N  0.967  1.046  0.930
C  2.373  -0.456  2.769
C  2.778  -1.633  3.399
C  3.638  -1.562  4.483
C  4.100  -0.327  4.935
C  3.704  0.836  4.294
C  2.839  0.773  3.202
C  -0.021  -1.467  1.916
C  -1.106  -0.832  2.497
C  -2.120  -1.597  3.061
C  -2.047  -2.984  3.035
C  -0.960  -3.607  2.432
C  0.062  -2.853  1.869
C  2.856  -0.956  -2.157
C  3.401  -1.482  -3.324
C  3.902  -0.605  -4.271
C  3.828  0.768  -4.056
C  3.272  1.273  -2.891
C  2.791  0.409  -1.912
C  3.072  -3.442  -0.854
C  2.720  -4.635  -1.466
C  3.558  -5.732  -1.295
C  4.711  -5.615  -0.530
C  5.041  -4.406  0.075
C  4.219  -3.303  -0.080
C  -0.887  -1.312  -3.330
C  0.047  -1.544  -4.334
C  -0.252  -1.148  -5.630
C  -1.469  -0.541  -5.910
C  -2.394  -0.314  -4.900
C  -2.108  -0.694  -3.601
C  -1.715  -3.127  -1.426
C  -2.785  -2.851  -0.591
C  -3.713  -3.855  -0.334
C  -3.556  -5.109  -0.909
C  -2.471  -5.372  -1.745
C  -1.543  -4.379  -2.009
H  2.422  -2.598  3.060
H  3.948  -2.473  4.981
H  4.772  -0.278  5.785
H  4.066  1.798  4.637
H  2.518  1.663  2.670
H  -1.180  0.249  2.466
H  -2.975  -1.102  3.508
H  -2.842  -3.578  3.471
H  -0.910  -4.688  2.385
H  0.892  -3.355  1.385
H  3.430  -2.553  -3.495
H  4.339  -0.988  -5.185
H  4.205  1.450  -4.808
H  3.204  2.342  -2.738
H  2.345  0.784  -0.994
H  1.809  -4.702  -2.044
H  3.302  -6.677  -1.756
H  5.357  -6.475  -0.399
H  5.938  -4.324  0.677
H  4.449  -2.360  0.403
H  0.992  -2.010  -4.101
H  0.472  -1.303  -6.421
H  -1.692  -0.224  -6.921
H  -3.327  0.191  -5.116
H  -2.813  -0.484  -2.804
H  -2.858  -1.874  -0.124
H  -4.553  -3.656  0.322
H  -4.280  -5.890  -0.706
H  -2.353  -6.353  -2.191
H  -0.701  -4.568  -2.664
C  -4.551  4.995  -1.292
Sb  -2.446  5.133  -0.905
C  -2.618  7.012  0.153
C  -2.020  6.085  -2.780
H  -4.908  5.959  -1.661
H  -5.085  4.731  -0.378
H  -4.726  4.226  -2.048
H  -3.040  7.774  -0.507
H  -1.642  7.351  0.510
H  -3.276  6.875  1.016
H  -2.677  6.951  -2.882
H  -2.196  5.390  -3.602
H  -0.977  6.402  -2.820
O  -0.340  3.444  -2.807
N  -1.278  2.901  -3.413
O  -2.259  2.661  -2.669

=====

Entry 2:
The following is a DFT calculation (ωB97M-V with the def2-TZVPD basis set) of C6H11NO3P as an isolated structure at a distorted geometry.

## Properties
Lowest unoccupied orbital energy (alpha / beta) (eV): 2.0395 / 2.0389
HOMO energy (alpha / beta) (eV): -2.702 / -2.701
Total charge: -1

Atoms and positions in Å:
C  -1.884  2.046  0.154
C  -1.591  -1.754  -0.210
C  2.299  1.426  -0.586
C  -1.923  -0.480  0.622
C  1.366  0.989  0.563
C  -1.687  0.739  -0.225
N  -2.079  3.055  0.695
O  1.656  -2.861  0.755
O  1.650  -1.486  -1.423
O  1.716  -0.390  0.984
P  1.313  -1.612  0.031
H  -0.443  -1.783  -0.205
H  -1.943  -1.710  -1.228
H  -2.123  -2.695  0.150
H  3.360  1.117  -0.481
H  1.906  0.778  -1.491
H  2.090  2.441  -0.847
H  -2.935  -0.488  1.161
H  -1.115  -0.483  1.430
H  0.354  1.061  0.142
H  1.498  1.597  1.332
H  -1.483  0.493  -1.321

=====

Entry 3:
The following is a DFT calculation (ωB97M-V with the def2-TZVPD basis set) of an isolated molecule of H2N2O2 at a distorted geometry.

## Properties
Lowest unoccupied orbital energy (eV): 0.6150
HOMO energy (eV): -10.381
Total charge: 0

Atoms and positions in Å:
O  -1.368  -0.378  0.724
N  -0.196  -0.395  -0.015
N  0.491  0.657  -0.022
O  1.492  0.327  -0.861
H  -1.386  0.521  1.098
H  0.966  -0.732  -0.924

=====

Entry 4:
The following is a DFT calculation (ωB97M-V with the def2-TZVPD basis set) of a 2-piece molecular cluster, C3H7NO2 overall.

## Properties
Lowest unoccupied orbital energy (eV): 0.4752
HOMO energy (eV): -10.294
Total charge: 0

Atoms and positions in Å:
H  -0.345  1.406  -0.438
N  0.558  1.749  -0.110
C  1.369  0.845  0.228
O  1.241  -0.512  0.209
C  0.128  -1.058  -0.479
C  -1.196  -0.866  0.252
O  -2.103  -0.216  -0.207
H  2.353  1.097  0.623
H  0.338  -2.130  -0.543
H  0.033  -0.639  -1.487
H  -1.290  -1.378  1.230
H  -0.717  0.527  2.557
H  -0.455  1.118  2.190